Record 1
The following is a quantum chemistry calculation of a 7-piece molecular cluster, C43H85IN12O5PS overall at a distorted geometry, from OMol25.

Values from the calculation:
- total charge = +1
- Kohn-Sham gap (eV) = 6.852
- E_LUMO (eV) = -4.307

XYZ file:
```
148
Properties=species:S:1:pos:R:3:forces:R:3:mulliken_charge:R:1
C 1.233444 1.629542 2.752229 0.1 0.2 -0.3 -1.160
C 0.331326 0.386287 2.621844 -0.1 0.3 -0.1 0.759
C -0.968098 0.677854 1.825889 0.2 0.2 0.1 -1.256
N -1.005461 0.029207 0.519355 0.4 0.2 -0.1 0.800
C -1.101153 -1.396512 0.377788 0.2 -0.1 -0.1 -1.840
C -2.475049 -2.012137 0.818515 0.1 -0.2 0.2 0.667
N -2.396871 -2.222995 2.277761 -0.3 -0.3 -0.1 -0.301
C -3.629402 -1.005311 0.670565 -0.1 0.0 -0.1 -2.660
O -3.524220 -0.304738 -0.536160 -0.2 0.0 0.2 0.211
C -4.404466 0.815488 -0.610632 0.0 0.2 0.0 -0.460
C -5.883000 0.447824 -0.820457 0.0 0.0 0.0 -0.578
C -6.780479 0.785803 0.372809 0.0 0.0 0.0 -0.931
C -2.858839 -3.398174 0.124647 -0.2 0.3 -0.1 0.199
S -3.700868 -3.171576 -1.488638 -0.2 -0.1 0.2 -0.270
C -3.762580 -4.248133 1.058889 0.0 -0.1 0.0 -1.229
C -3.106027 -5.164951 2.115800 -0.2 0.1 0.0 -0.102
C -4.084841 -5.455711 3.272377 0.1 -0.1 0.1 -1.365
N -1.612903 -4.162370 -0.244978 0.1 -0.4 0.2 -1.029
I -2.036893 -6.125012 -1.085794 0.1 0.1 0.1 0.465
C -0.480596 -3.478605 -1.111068 0.2 0.1 -0.3 -0.107
N -0.731544 -3.919579 -2.447037 0.1 0.0 -0.1 -0.115
C 0.802770 -4.199871 -0.655013 -0.3 -0.4 -0.1 -1.858
C 1.191199 -4.077168 0.815238 -0.1 0.0 0.0 0.330
O 2.593413 -4.222996 0.858241 0.0 -0.2 -0.2 -0.363
C 3.173277 -4.079069 2.107750 -0.4 0.7 -0.5 0.686
C 3.220359 -2.659698 2.595832 0.0 0.0 0.0 -0.925
O 3.598527 -5.043950 2.639922 0.6 -0.6 0.7 -0.511
C -0.387023 -1.877841 -0.940421 0.0 0.1 0.1 1.542
N 1.037548 -1.575583 -0.709151 -0.1 0.0 0.2 -0.078
P -0.742006 -0.790969 -2.465450 -0.4 -0.2 -0.1 0.506
N -0.255927 0.663675 -2.343551 -0.1 -0.2 0.1 -0.173
O -2.266890 -0.884846 -2.917533 0.3 0.0 -0.1 -0.646
O -0.016899 -1.579640 -3.686335 0.4 0.3 0.2 -0.596
H 1.996304 1.617378 1.965928 -0.3 0.1 0.2 0.032
H 1.765827 1.699406 3.703942 -0.1 -0.2 -0.1 0.353
H 0.665299 2.556653 2.634801 0.0 -0.1 0.1 0.371
H 0.082234 -0.015796 3.608708 0.0 0.0 -0.1 0.496
H 0.904356 -0.382156 2.086132 -0.1 0.0 0.2 -0.906
H -1.856712 0.490850 2.454871 0.1 0.0 -0.1 0.162
H -1.017013 1.747777 1.599291 0.0 -0.1 0.1 0.929
H -1.550948 0.534619 -0.163782 -0.2 -0.1 0.2 0.456
H -0.412842 -1.793638 1.133714 -0.1 0.0 -0.1 -0.205
H -2.307871 -1.330838 2.750292 0.0 -0.1 -0.1 0.524
H -1.594652 -2.781265 2.543109 0.1 0.1 0.0 0.256
H -4.597333 -1.528580 0.750990 0.1 0.1 0.0 0.456
H -3.583143 -0.311906 1.525791 0.0 -0.1 -0.2 0.753
H -4.295671 1.423448 0.300696 0.0 -0.1 -0.1 0.354
H -4.026731 1.416897 -1.441753 0.0 -0.2 0.1 0.317
H -6.249901 0.982446 -1.702654 0.0 -0.1 0.1 0.512
H -5.940893 -0.622576 -1.056286 0.0 0.2 0.0 0.133
H -6.649446 0.075650 1.198243 0.0 0.1 -0.1 0.262
H -6.542007 1.788677 0.743690 0.0 -0.1 0.0 -0.032
H -7.838154 0.784015 0.094967 0.1 -0.1 0.0 0.468
H -4.934129 -3.150433 -0.973354 0.0 0.0 0.0 0.295
H -4.402884 -3.534674 1.583756 0.1 0.0 -0.1 0.503
H -4.416100 -4.872786 0.439171 0.1 0.1 0.1 0.659
H -2.209723 -4.706239 2.537788 0.1 -0.1 0.0 0.107
H -2.814593 -6.110713 1.655829 0.0 0.1 0.0 0.320
H -4.088794 -6.517742 3.531080 0.0 0.1 0.0 0.378
H -5.108717 -5.177691 3.007397 0.1 -0.1 0.0 0.346
H -3.809431 -4.904585 4.175360 -0.1 0.0 -0.2 0.334
H -1.198823 -4.479420 0.635273 0.1 0.3 0.1 0.839
H 0.115385 -3.933039 -3.003237 -0.1 0.0 0.1 0.431
H -1.429267 -3.390107 -2.947940 0.0 0.0 0.0 0.235
H 1.644397 -3.882696 -1.270189 -0.1 0.2 0.1 0.539
H 0.645049 -5.261565 -0.884143 0.1 0.1 0.0 0.213
H 0.739932 -4.893606 1.413683 0.0 0.2 -0.1 0.499
H 0.890400 -3.118882 1.247658 0.1 0.0 0.0 -0.284
H 4.153364 -2.498040 3.139335 -0.2 0.0 0.0 0.456
H 2.387288 -2.486687 3.286637 0.1 0.0 -0.1 0.265
H 3.147036 -1.962379 1.759711 0.0 -0.1 0.2 0.084
H 1.552671 -1.304398 -1.538858 -0.1 -0.1 0.0 0.417
H 1.112842 -0.810592 -0.045561 0.0 0.2 -0.1 0.028
H 0.147351 0.918175 -1.451553 0.0 0.0 -0.1 -0.020
H -2.518735 -1.637954 -3.464769 0.0 0.2 0.0 0.455
H 0.670726 -0.989281 -4.040098 -0.2 -0.1 -0.1 0.407
C 4.398771 3.055420 -1.800437 0.0 -0.1 0.0 -1.387
C 2.994996 2.485132 -1.657840 0.1 0.0 0.0 0.148
C 1.911574 3.566649 -1.724054 0.1 -0.1 -0.1 0.878
C 1.971924 4.514392 -0.609548 -0.1 -0.2 0.1 0.121
N 1.962506 5.198476 0.312714 0.1 0.1 -0.1 -0.565
H 4.645050 3.740148 -0.990289 0.0 0.0 0.0 0.374
H 5.142991 2.257615 -1.809782 0.0 0.0 0.0 0.392
H 4.494630 3.609008 -2.736539 0.0 0.0 0.0 0.285
H 2.901530 1.931131 -0.718917 0.0 0.0 0.0 -0.229
H 2.792177 1.779952 -2.467573 0.0 0.0 0.0 0.352
H 0.923065 3.104019 -1.709484 0.0 0.0 0.0 -0.732
H 1.996314 4.114808 -2.665717 0.0 0.0 0.0 0.351
C -6.035761 6.618969 2.992066 0.0 0.0 0.0 -1.157
C -6.912938 5.435551 2.607048 0.0 0.1 0.0 -0.424
C -6.215791 4.086925 2.824962 -0.1 0.0 0.0 -0.349
C -5.024944 3.945781 1.985146 0.1 0.1 0.0 0.228
N -4.086468 3.875873 1.325984 0.0 -0.1 0.0 -0.429
H -5.132114 6.656658 2.382016 0.0 0.0 0.0 0.333
H -6.571623 7.556892 2.852115 0.0 0.0 0.0 0.352
H -5.733954 6.559179 4.039394 0.0 0.0 0.0 0.298
H -7.215841 5.516359 1.561460 0.0 0.0 0.0 0.298
H -7.826977 5.434719 3.202841 0.0 0.0 0.0 0.320
H -6.891926 3.259540 2.601816 0.0 0.0 0.0 0.219
H -5.909540 3.981235 3.867880 0.0 0.0 0.0 0.366
C -2.511840 5.965498 -3.983082 0.0 0.0 0.0 -1.342
C -2.600325 4.459967 -3.770940 0.0 0.1 -0.1 -0.473
C -1.237814 3.818280 -3.486948 -0.2 -0.1 0.1 0.963
C -0.290392 3.957454 -4.590770 0.0 0.0 0.0 0.155
N 0.454573 4.068057 -5.458321 0.0 0.0 0.0 -0.570
H -1.891795 6.204435 -4.848398 0.0 0.0 0.0 0.340
H -3.499711 6.393688 -4.152384 0.0 0.0 0.0 0.390
H -2.078354 6.457918 -3.110421 0.0 0.0 0.0 0.336
H -3.045653 3.983404 -4.646829 0.0 0.0 0.0 0.372
H -3.250547 4.238961 -2.921878 0.0 0.0 0.0 0.255
H -1.350071 2.754173 -3.271310 0.1 0.0 0.0 -0.516
H -0.791679 4.273870 -2.600131 0.0 0.1 0.0 0.175
C 3.028845 -10.365758 2.090592 0.0 0.0 0.0 -1.186
C 3.733506 -9.052030 1.780012 0.0 -0.1 0.0 -0.648
C 2.768274 -7.950122 1.332191 0.1 0.1 0.0 0.132
C 2.067096 -8.268159 0.087707 0.0 0.0 0.0 0.303
N 1.518201 -8.515725 -0.890963 -0.1 0.1 0.0 -0.527
H 2.525279 -10.762364 1.207489 0.0 0.0 0.0 0.343
H 3.740655 -11.116049 2.433025 0.0 0.0 0.0 0.355
H 2.280519 -10.232979 2.874917 0.0 0.0 0.0 0.306
H 4.485088 -9.204771 1.003499 0.0 0.0 0.0 0.339
H 4.258883 -8.687510 2.663874 0.0 0.0 0.0 0.348
H 3.299149 -7.008032 1.194057 0.0 0.0 0.0 -0.016
H 2.013853 -7.774109 2.103192 0.0 0.0 0.0 0.284
C 4.964044 6.920991 -4.939004 0.0 0.0 0.0 -1.055
C 4.155883 7.833445 -4.026538 0.0 0.0 0.0 -0.355
C 4.922913 8.239406 -2.762583 -0.1 0.0 -0.1 -0.456
C 5.246127 7.083997 -1.925423 0.1 0.0 0.1 0.264
N 5.495447 6.179145 -1.264413 0.0 0.0 0.0 -0.426
H 5.219856 5.987001 -4.435592 0.0 0.0 0.0 0.236
H 4.398764 6.672624 -5.836763 0.0 0.0 0.0 0.328
H 5.894397 7.400730 -5.249043 0.0 0.0 0.0 0.332
H 3.224496 7.342844 -3.736437 0.0 0.0 0.0 0.243
H 3.879997 8.745968 -4.557637 0.0 0.0 0.0 0.306
H 4.338385 8.937654 -2.161832 0.0 0.0 0.0 0.286
H 5.856256 8.741290 -3.025798 0.0 0.0 0.0 0.292
C 7.388164 -0.771366 1.146134 0.0 0.0 0.0 -1.061
C 7.292450 0.736115 1.337841 0.0 0.0 0.0 -0.327
C 6.264189 1.131408 2.404006 0.1 0.0 0.0 -0.568
C 4.907753 0.723846 2.037962 0.0 0.0 0.1 0.221
N 3.845479 0.395198 1.751844 0.2 -0.2 -0.2 -0.321
H 6.438887 -1.186670 0.801793 0.0 0.0 0.0 0.242
H 8.146811 -1.019616 0.404976 0.0 0.0 0.0 0.346
H 7.657698 -1.270242 2.079302 0.0 0.0 0.0 0.308
H 7.035013 1.221062 0.394206 0.0 0.0 0.0 0.219
H 8.258497 1.137817 1.646238 0.0 0.0 0.0 0.330
H 6.260258 2.209872 2.567365 0.0 0.0 0.0 0.323
H 6.509003 0.661013 3.358993 0.0 0.0 0.0 0.322
```
Forces are in eV/Å.

---

Record 2
The following is a quantum chemistry calculation of a 3-piece molecular cluster, C5H12O overall, from OMol25.

Values from the calculation:
- Kohn-Sham gap (eV) = 10.513
- energy relative to the best compared isomer or geometry (same formula, charge and spin) (eV) = 2.287
- E_LUMO (eV) = 0.791

XYZ file:
```
18
Properties=species:S:1:pos:R:3:forces:R:3:mulliken_charge:R:1
C 0.844557 -0.669456 1.341012 0.4 0.3 0.0 -1.056
C 1.300910 0.166447 0.410897 0.2 -0.1 0.4 0.071
C 1.172295 1.657182 0.521767 0.0 0.1 0.0 -1.038
H 1.121651 -1.716675 1.350026 -0.1 0.0 -0.1 0.480
H 0.215292 -0.309226 2.152467 0.2 0.0 0.0 0.264
H 1.875193 -0.223329 -0.432184 0.0 0.1 0.3 0.319
H 0.311276 1.936687 1.140711 0.2 0.0 -0.1 0.307
H 1.099856 2.165860 -0.445774 0.0 -0.2 0.2 0.308
H 2.079533 2.013867 1.025278 -0.1 0.1 -0.1 0.319
C -1.161479 -2.095471 0.371400 -0.5 0.0 -0.2 -0.211
O -2.022189 -1.412276 -0.119879 0.2 -0.6 0.3 -0.407
H -0.340699 -2.546342 -0.220724 -0.2 0.0 -0.1 0.305
H -1.148892 -2.339461 1.450674 -0.1 0.0 -0.1 0.298
C -1.072226 0.631269 -1.663776 0.1 0.1 -0.1 -0.579
H -0.388942 0.234280 -0.910690 -0.4 0.1 -0.4 -0.291
H -2.003557 0.921671 -1.167579 0.2 0.0 -0.2 0.296
H -1.288818 -0.158185 -2.389331 0.0 0.2 0.1 0.290
H -0.605370 1.495761 -2.148697 -0.2 -0.2 0.0 0.326
```
Forces are in eV/Å.

---

Record 3
The following is a quantum chemistry calculation of one molecule with the formula C4H4N2O at a distorted geometry, from OMol25.

Values from the calculation:
- Kohn-Sham gap (eV) = 9.536
- energy relative to the best compared isomer or geometry (same formula, charge and spin) (eV) = 4.437
- E_LUMO (eV) = -0.302

XYZ file:
```
11
Properties=species:S:1:pos:R:3:forces:R:3:mulliken_charge:R:1
O -0.550338 2.212149 -0.767702 -0.8 2.9 -0.5 -0.481
C -0.456242 1.160643 -0.272680 2.6 -3.2 -1.1 0.452
C -0.726170 0.678783 1.106070 -1.7 -0.3 -0.9 -0.299
N -0.936222 -0.587146 1.179040 1.0 1.9 0.6 -0.403
N -0.506783 -1.122590 -0.035151 2.6 -2.3 0.3 -0.186
C 1.012684 -0.984203 -0.079326 0.3 3.0 0.3 -0.379
C 0.087818 -0.119917 -0.950390 -2.3 -2.5 -0.8 0.007
H -1.030255 1.425519 1.772162 -0.4 0.5 1.6 0.440
H 1.652315 -1.564710 -0.710606 -0.1 -1.1 0.1 0.306
H 1.657780 -0.334824 0.706763 -2.2 -1.9 -1.3 0.239
H -0.204587 -0.763705 -1.948181 1.1 3.0 1.7 0.304
```
Forces are in eV/Å.

---

Record 4
The following is a quantum chemistry calculation of C5H10N2 as an isolated structure at a distorted geometry, from OMol25.

Values from the calculation:
- Kohn-Sham gap (spin up / spin down) (eV) = 7.110 / 7.106
- energy relative to the best compared isomer or geometry (same formula, charge and spin) (eV) = 5.397
- E_LUMO (spin up / spin down) (eV) = 0.220 / 0.219

XYZ file:
```
17
Properties=species:S:1:pos:R:3:forces:R:3:mulliken_charge:R:1
C 2.955479 -0.440030 -0.646468 0.1 0.3 0.1 -1.029
C -2.984637 0.052242 0.397122 -0.2 -0.4 0.8 -1.135
N 0.411577 1.278695 -0.839327 1.9 0.6 -2.0 -0.920
C -0.489845 0.457929 0.569144 -1.7 -2.5 1.6 -0.351
C 1.770496 -0.388336 0.251531 -0.5 0.1 -1.7 0.099
C -1.561678 -0.392261 0.438064 0.4 0.6 -0.1 -0.224
N 0.636610 0.079334 -0.215847 -0.2 1.7 2.6 0.343
H -0.458834 1.316257 -1.365805 0.1 -1.0 0.1 0.336
H -0.367887 1.176497 1.378796 0.2 0.4 -0.7 0.370
H 1.767611 -0.798433 1.246879 -0.2 -0.4 0.0 0.410
H -1.373511 -1.445224 0.259048 0.2 0.1 -0.8 0.320
H 3.795837 0.115624 -0.225541 0.0 0.0 0.0 0.294
H 2.707078 0.008314 -1.607828 0.0 0.0 0.0 0.300
H 3.282947 -1.471098 -0.797137 0.0 0.0 0.1 0.293
H -3.088117 1.073375 0.763925 -0.1 0.1 -0.1 0.316
H -3.609551 -0.606875 1.007844 -0.1 0.1 0.0 0.328
H -3.393576 -0.016009 -0.614401 0.1 0.2 -0.1 0.251
```
Forces are in eV/Å.